DFT (ωB97M-V/def2-TZVPD) results for a single C23H20ClN3O3S molecule at a distorted geometry.

```
51
Properties=species:S:1:pos:R:3:forces:R:3:nbo_charge:R:1
O 0.816 -1.957 3.675 -0.1 -0.2 0.0 -0.6154
C 0.921 -1.130 2.791 -0.1 0.3 0.1 0.6798
N 1.973 -0.273 2.726 0.0 0.5 0.1 -0.6100
C 3.264 -0.685 3.233 0.1 0.0 0.2 -0.2213
C 4.226 -1.025 2.065 -0.2 0.0 -0.1 -0.4364
C 3.453 -1.432 0.851 0.3 0.2 -0.1 -0.1088
C 3.243 -0.669 -0.264 0.3 0.0 0.2 -0.0428
N 2.365 -1.285 -1.112 -0.1 0.0 -0.3 -0.5362
C 1.944 -2.444 -0.529 0.1 -0.3 0.3 0.1284
C 1.011 -3.377 -0.963 -0.1 -0.1 -0.1 -0.2461
C 0.767 -4.459 -0.148 0.0 0.0 -0.2 -0.2122
C 1.442 -4.622 1.066 0.0 -0.2 0.2 -0.2424
C 2.370 -3.705 1.501 0.0 0.0 -0.1 -0.1995
C 2.623 -2.587 0.706 -0.1 0.0 -0.4 -0.0493
C -0.096 -1.042 1.691 -0.2 -0.2 -0.3 -0.1402
C -1.073 -2.038 1.681 0.1 0.1 0.1 -0.1294
C -1.970 -2.157 0.637 0.0 0.1 -0.1 -0.2087
C -1.895 -1.284 -0.436 -0.1 0.0 -0.1 -0.2038
C -0.939 -0.288 -0.413 0.1 0.2 -0.4 -0.2252
S -0.749 0.760 -1.846 0.4 0.2 -0.1 2.2922
O 0.470 0.353 -2.498 0.2 0.1 0.0 -0.9771
O -1.943 0.811 -2.627 -0.1 0.0 0.3 -0.9101
N -0.368 2.304 -1.233 0.1 -1.0 -0.2 -0.8710
C -1.295 3.345 -1.329 -0.8 0.4 0.1 0.1903
C -0.971 4.541 -1.965 0.0 -0.2 0.1 -0.2403
C -1.888 5.571 -2.048 0.0 0.0 0.0 -0.1994
C -3.154 5.419 -1.507 0.0 0.0 0.0 -0.2113
C -3.492 4.241 -0.867 0.1 0.0 0.0 -0.2085
C -2.565 3.217 -0.770 0.0 0.2 0.0 -0.0737
Cl -2.977 1.772 0.072 -0.4 0.3 0.4 0.0283
C -0.044 -0.147 0.627 0.1 -0.1 0.2 -0.1971
H 2.022 0.354 1.938 -0.1 -0.2 0.0 0.3870
H 3.080 -1.561 3.857 0.1 0.2 0.0 0.2324
H 3.687 0.108 3.856 0.0 -0.2 0.0 0.1980
H 4.900 -1.822 2.381 0.1 0.1 0.0 0.2228
H 4.829 -0.149 1.817 0.1 0.0 0.0 0.2092
H 3.688 0.272 -0.531 0.1 0.2 0.0 0.2075
H 1.940 -0.855 -1.922 0.0 0.0 0.1 0.4452
H 0.495 -3.243 -1.903 -0.1 0.0 -0.1 0.2175
H 0.042 -5.201 -0.449 -0.1 -0.1 0.0 0.2113
H 1.224 -5.488 1.673 0.0 -0.1 0.1 0.2125
H 2.880 -3.839 2.442 0.0 0.0 0.1 0.2150
H -1.091 -2.726 2.513 0.0 0.0 0.0 0.2505
H -2.716 -2.936 0.648 -0.1 -0.1 0.0 0.2244
H -2.562 -1.349 -1.281 -0.1 -0.1 -0.1 0.2421
H 0.546 2.561 -1.582 0.1 -0.1 -0.1 0.4161
H 0.014 4.652 -2.396 0.1 0.0 -0.1 0.2117
H -1.615 6.489 -2.544 0.0 0.1 0.0 0.2207
H -3.877 6.216 -1.580 -0.1 0.1 0.0 0.2212
H -4.469 4.108 -0.430 -0.1 0.0 0.0 0.2311
H 0.665 0.664 0.570 0.1 0.0 0.1 0.2212
```
Forces are in eV/Å.

As for the molecular weight: 453.95 g/mol. The total charge is 0. The SMILES is O=C(NCCc1c[nH]c2ccccc12)c1cccc(S(=O)(=O)Nc2ccccc2Cl)c1. As for the energy above the lowest of the compared OMol25 structures with the same formula, charge and spin: 0.937 eV. The calculation puts the orbital gap at 8.173 eV. As for the LUMO energy: 0.36 eV.